This record from OMol25 describes C23H26LuN4O5S as an isolated structure. The level of theory is wB97M-V/def2-TZVPD.

Geometry as XYZ:
```
60
C23H26LuN4O5S, DFT wB97M-V/def2-TZVPD
Lu -0.796 -1.659 0.311
O -0.866 -3.582 -2.957
C -1.199 -2.602 -2.348
O -0.370 -1.834 -1.629
C -2.636 -2.060 -2.383
C -2.592 -0.518 -2.340
C -3.875 0.083 -2.881
C -4.881 -0.300 -1.773
C -3.980 -0.941 -0.726
O -2.686 -0.259 -0.897
C -3.547 -2.361 -1.109
C -2.702 -2.887 0.057
O -1.773 -3.692 -0.157
O -2.706 -2.214 1.147
H -3.079 -2.427 -3.304
H -1.675 -0.090 -2.724
H -3.781 1.164 -2.977
H -4.126 -0.326 -3.858
H -5.383 0.574 -1.364
H -5.647 -0.999 -2.110
H -4.313 -0.842 0.296
H -4.370 -3.038 -1.327
N 0.863 0.003 0.201
S 1.377 1.060 1.271
C 3.067 1.443 0.938
C 3.425 2.223 -0.154
C 4.769 2.443 -0.402
C 5.733 1.892 0.435
C 5.364 1.115 1.525
C 4.019 0.884 1.782
C 0.608 2.640 0.942
C -0.453 2.692 0.055
C -1.104 3.907 -0.141
C -0.697 5.035 0.553
C 0.362 4.963 1.454
C 1.020 3.761 1.658
H 1.172 0.227 -0.744
H 2.669 2.662 -0.795
H 5.066 3.050 -1.248
H 6.781 2.074 0.237
H 6.119 0.693 2.176
H 3.712 0.280 2.629
H -0.770 1.800 -0.471
H -1.932 3.966 -0.837
H -1.207 5.977 0.398
H 0.675 5.845 1.997
H 1.851 3.701 2.352
N -1.265 -0.170 2.375
H -2.129 -0.558 2.745
H -1.436 0.816 2.195
H -0.579 -0.211 3.122
N 2.603 -4.328 0.360
C 3.015 -3.803 1.568
C 2.019 -2.973 1.958
N 1.012 -2.985 1.011
C 1.400 -3.816 0.062
H 3.106 -4.991 -0.206
H 3.949 -4.070 2.030
H 1.953 -2.381 2.855
H 0.844 -4.057 -0.833
```

Output
Net charge: +1
Energy above the lowest of the compared OMol25 structures with the same formula, charge and spin (kJ/mol): 7.0
Lowest unoccupied orbital energy (eV): -2.140
HOMO (eV): -11.880
HOMO-LUMO gap (eV): 9.7